{
  "formula": "C31H82FeO11",
  "method": "ωB97M-V with the def2-TZVPD basis set",
  "elements": ["Fe", "C", "C", "O", "H", "H", "H", "H", "H", "C", "C", "O", "H", "H", "H", "H", "H", "C", "C", "C", "O", "H", "H", "H", "H", "H", "H", "H", "H", "C", "C", "C", "O", "H", "H", "H", "H", "H", "H", "H", "H", "C", "C", "C", "O", "H", "H", "H", "H", "H", "H", "H", "H", "C", "C", "C", "O", "H", "H", "H", "H", "H", "H", "H", "H", "C", "C", "C", "O", "H", "H", "H", "H", "H", "H", "H", "H", "C", "C", "C", "O", "H", "H", "H", "H", "H", "H", "H", "H", "C", "C", "C", "O", "H", "H", "H", "H", "H", "H", "H", "H", "C", "C", "C", "O", "H", "H", "H", "H", "H", "H", "H", "H", "C", "C", "C", "O", "H", "H", "H", "H", "H", "H", "H", "H"],
  "coordinates": [[0.981, 2.308, 2.541], [0.179, -1.686, 1.449], [0.338, -0.398, 0.525], [0.548, 0.823, 1.201], [-0.016, -2.603, 0.893], [-0.642, -1.605, 2.161], [1.062, -1.991, 2.010], [-0.493, -0.265, -0.168], [1.098, -0.623, -0.224], [4.332, 0.094, 2.342], [4.207, 1.579, 1.962], [3.047, 2.199, 2.432], [3.361, -0.357, 2.544], [4.828, -0.009, 3.307], [5.021, -0.528, 1.770], [4.264, 1.709, 0.881], [5.089, 2.079, 2.361], [1.528, -5.828, 1.896], [1.625, -6.838, 0.666], [0.651, -6.533, -0.441], [2.884, -6.809, 0.060], [1.693, -4.806, 1.555], [2.235, -6.105, 2.677], [0.576, -5.629, 2.387], [1.439, -7.888, 0.892], [0.736, -7.204, -1.296], [0.910, -5.517, -0.736], [-0.409, -6.532, -0.185], [2.905, -6.126, -0.615], [-4.099, -1.846, -0.421], [-4.654, -3.081, -1.171], [-3.796, -4.292, -0.941], [-5.905, -3.296, -0.463], [-3.165, -1.441, -0.809], [-3.956, -2.054, 0.639], [-4.863, -1.074, -0.515], [-4.951, -3.079, -2.220], [-3.780, -4.694, 0.071], [-2.753, -4.008, -1.086], [-4.110, -5.164, -1.515], [-6.167, -4.219, -0.438], [4.134, 3.272, -1.735], [2.641, 3.262, -2.305], [2.452, 2.526, -3.666], [1.670, 2.687, -1.438], [4.183, 3.934, -0.871], [4.878, 3.746, -2.374], [4.394, 2.250, -1.459], [2.428, 4.326, -2.402], [2.522, 1.441, -3.586], [3.263, 2.925, -4.276], [1.509, 2.656, -4.198], [1.896, 1.828, -1.074], [-3.179, -1.870, -4.968], [-1.760, -1.444, -4.950], [-1.017, -1.404, -3.569], [-1.066, -2.280, -5.837], [-3.238, -2.931, -4.722], [-3.701, -1.849, -5.924], [-3.694, -1.382, -4.140], [-1.763, -0.424, -5.336], [-0.179, -0.713, -3.653], [-0.552, -2.337, -3.248], [-1.676, -1.012, -2.794], [-0.161, -1.961, -5.878], [2.072, 5.862, 0.644], [0.690, 5.132, 0.663], [-0.245, 5.355, -0.514], [0.904, 3.669, 0.868], [2.080, 6.952, 0.684], [2.404, 5.663, -0.375], [2.830, 5.353, 1.239], [0.210, 5.420, 1.598], [-0.325, 6.400, -0.815], [-1.208, 4.895, -0.294], [0.163, 4.833, -1.379], [1.211, 3.381, 0.005], [-2.637, 4.504, 2.383], [-2.220, 3.287, 3.124], [-3.472, 2.484, 3.635], [-1.262, 2.523, 2.463], [-3.285, 4.156, 1.578], [-1.712, 4.929, 1.991], [-3.203, 5.215, 2.983], [-1.679, 3.660, 3.993], [-3.975, 2.246, 2.697], [-4.111, 3.165, 4.197], [-3.183, 1.666, 4.295], [-1.645, 2.410, 1.590], [3.975, -1.640, -1.321], [3.288, -2.950, -1.686], [3.003, -3.249, -3.157], [4.054, -4.049, -1.160], [4.180, -0.924, -2.117], [4.999, -1.735, -0.962], [3.327, -1.145, -0.598], [2.356, -3.141, -1.155], [2.480, -4.197, -3.281], [3.848, -3.434, -3.820], [2.286, -2.574, -3.623], [4.587, -3.594, -0.504], [0.497, -1.315, 5.015], [-0.176, 0.063, 4.620], [-0.812, 0.721, 5.855], [0.861, 0.927, 4.070], [1.190, -1.757, 4.298], [-0.189, -2.097, 5.341], [1.062, -1.058, 5.910], [-0.990, -0.039, 3.902], [-0.176, 1.006, 6.694], [-1.573, 0.016, 6.188], [-1.425, 1.600, 5.658], [1.506, 0.921, 4.781], [-4.158, 2.617, -0.849], [-2.904, 1.987, -1.333], [-2.405, 2.580, -2.684], [-2.092, 2.176, -0.216], [-4.017, 3.614, -0.431], [-4.578, 2.055, -0.014], [-5.007, 2.700, -1.528], [-3.055, 0.926, -1.530], [-1.574, 2.017, -3.109], [-1.967, 3.556, -2.476], [-3.149, 2.853, -3.432], [-1.421, 1.492, -0.172]],
  "forces_ev_per_a": [[-0.83, -0.26, -1.37], [-0.05, 0.60, -0.42], [-0.39, -1.37, 2.12], [0.65, -0.94, -0.90], [-0.25, 0.31, -0.63], [-0.03, 0.31, -0.11], [0.32, 0.70, -0.03], [-0.61, 0.07, 0.05], [0.87, 0.51, -0.03], [0.20, 0.12, 1.40], [-0.32, -1.53, 0.60], [-0.04, -0.36, -0.66], [-0.10, -0.19, -0.67], [-0.05, 0.43, 0.39], [-0.52, 0.26, -0.83], [-0.17, 0.50, -0.32], [0.08, 0.72, 0.04], [-0.02, -0.46, -0.72], [-1.06, 0.19, 0.12], [-0.87, 0.79, -0.12], [0.99, -0.16, 0.57], [0.89, 0.06, -0.44], [0.14, 0.14, -0.18], [-0.53, -1.10, -0.12], [0.23, 0.09, 0.95], [0.37, 0.00, 0.11], [-0.22, 0.29, -0.54], [-0.01, 0.01, 0.39], [0.16, 0.27, -0.03], [-0.52, 0.18, -1.17], [-1.04, -1.18, 2.26], [0.97, -0.58, 0.25], [-0.25, 0.59, 0.08], [0.14, -0.15, -0.30], [-0.16, -0.34, -0.09], [0.07, 0.19, 0.16], [0.65, 1.07, -0.20], [-0.46, 0.57, 0.45], [0.20, -0.39, -0.67], [0.30, 0.21, -0.53], [0.18, -0.12, -0.25], [-1.69, -0.13, -0.02], [1.28, -0.64, -1.32], [1.05, 0.80, 0.32], [-0.57, 0.67, 1.41], [-0.33, -0.27, 0.42], [-0.26, -0.52, -0.59], [0.42, 0.01, -0.06], [-0.66, -0.12, -0.07], [0.53, -0.06, 0.32], [-0.09, -0.42, -0.50], [-0.11, 0.66, 0.41], [0.55, -0.24, -0.48], [-0.73, -1.47, 1.21], [0.80, 0.45, 0.20], [-0.38, 0.35, -0.54], [0.43, -0.22, -0.29], [0.18, -0.27, 0.22], [0.24, 0.78, 0.03], [-0.45, 0.32, -0.37], [0.28, 0.38, -0.02], [0.09, 0.26, -0.09], [-0.52, -0.36, -0.16], [-0.08, -0.07, 0.17], [0.18, -0.12, -0.26], [-0.50, -1.35, -1.99], [0.44, 0.88, 1.95], [0.64, -0.59, -0.03], [-0.33, 1.05, 1.43], [-0.36, -0.18, 0.63], [0.42, 0.10, -0.33], [-0.29, 0.38, 0.56], [-0.25, 0.08, -0.05], [-0.12, 0.02, 0.39], [-0.08, 0.27, -0.09], [0.02, -0.07, -0.15], [0.52, -0.98, -1.20], [-0.02, -0.23, -1.04], [-1.36, 0.93, 4.21], [1.46, 1.05, -0.92], [1.21, -1.01, -0.61], [0.02, 0.43, -0.38], [-0.39, 0.49, -0.20], [0.25, -0.11, 0.09], [0.02, -0.11, 0.45], [-0.42, -0.79, 0.34], [0.04, 0.00, -0.05], [-0.24, -0.25, -0.45], [0.08, -0.36, -1.15], [-0.32, 0.77, -0.34], [0.10, -1.65, -0.82], [-0.46, -0.54, -0.49], [0.51, 0.50, -0.14], [-0.66, -0.16, -0.54], [-0.12, -0.52, 0.57], [0.39, 0.30, 0.35], [-0.59, 1.11, 0.01], [-0.12, -0.27, 0.66], [0.44, 0.70, 0.31], [0.29, 0.56, 0.09], [0.40, -0.82, 0.33], [-0.13, 1.31, 0.30], [-0.74, -1.17, 1.20], [-0.76, -0.17, -0.25], [0.05, 0.30, -0.15], [-0.20, 0.33, -0.25], [-0.34, 0.30, -0.22], [0.31, -0.24, 0.14], [0.47, 0.06, -0.43], [0.39, -0.45, -0.13], [0.20, -0.22, 0.41], [0.30, 0.21, -0.57], [0.67, 0.30, 0.04], [-2.19, 0.33, 0.43], [-1.47, 0.10, -2.26], [0.98, 0.99, 1.14], [2.18, -0.17, 1.08], [0.42, 0.17, -0.32], [0.16, -0.28, 0.14], [0.35, -0.10, -0.48], [-0.13, -0.24, 0.33], [-0.24, -0.31, -0.17], [0.16, 0.23, 0.26], [-0.33, -0.81, 0.17], [0.22, 0.04, -0.35]],
  "homo_energy_ev": [-13.383, -13.383],
  "multiplicity": 7,
  "fmax_ev_per_a": 4.5,
  "charge": 2,
  "molar_mass_g_mol": 686.8,
  "homo_lumo_gap_ev": [7.75, 3.85]
}